The following is a quantum chemistry calculation of a 10-piece molecular cluster, C40H60O30 overall at a distorted geometry, from the OMol25 dataset.

```
130
Properties=species:S:1:pos:R:3:forces:R:3:lowdin_charge:R:1
O 5.668260 24.875180 20.955330 0.853 -2.255 0.658 0.093
O -6.188250 25.610790 29.883420 -4.973 -2.658 -3.370 0.066
O -3.252260 18.817720 18.438770 2.480 0.416 1.393 0.087
O -2.867650 20.072020 29.673180 -4.580 -4.753 2.431 0.049
O -10.195650 16.234210 28.709510 1.545 -3.871 -2.964 0.108
O -10.807580 17.896290 29.748510 -1.848 2.568 3.160 0.118
O -0.035460 14.509720 21.276380 0.507 1.639 0.195 0.055
O -3.350040 21.078950 18.041320 0.421 -1.323 -0.099 0.146
O -1.303340 27.228250 17.171640 -2.116 0.691 5.587 0.149
O -4.448580 19.623580 16.918310 -5.268 -1.447 -7.158 0.176
O 4.374060 23.120250 21.620980 2.623 -1.297 0.605 0.090
O -3.685140 24.415650 22.044830 0.455 -1.687 1.899 0.119
O 0.153790 26.923980 15.542260 -3.218 -0.062 0.861 0.112
O 2.028430 15.422500 21.106980 -1.323 -0.491 -0.263 0.057
O -8.272280 24.581690 29.897330 0.685 2.881 2.530 0.076
O -4.295340 22.765510 23.525830 -0.250 2.360 -0.756 0.070
O -2.099460 27.410760 15.187320 2.834 -0.612 -1.398 0.046
O -4.397030 18.443900 29.165190 -1.435 -0.398 -0.953 0.113
O -3.663950 18.417430 31.213650 1.182 1.622 0.553 0.057
O -8.352160 22.729400 18.432000 -1.978 -1.987 -0.928 0.028
O -10.434640 22.247500 19.149910 -0.758 -0.956 -1.748 0.053
O -9.638690 20.978720 17.351070 0.609 3.989 3.637 0.110
O 0.365680 16.480620 22.290060 0.422 -0.461 -0.048 0.165
O 1.802480 25.800470 27.310130 4.349 0.284 -2.783 0.063
O 2.300030 23.620230 27.427520 0.881 -1.262 -1.079 0.130
O -7.066400 24.236360 28.196590 2.575 1.604 -1.127 0.069
O -2.186720 23.216440 23.168630 2.357 -0.542 -0.012 0.111
O -9.819040 18.199430 27.732120 -0.960 -1.090 2.247 0.126
O 3.821320 24.842160 26.448820 -2.134 0.938 0.170 0.160
O 6.639420 22.913460 21.279150 -2.273 0.508 0.387 0.133
C 3.252710 13.440620 21.433810 1.176 -1.508 -0.177 -0.043
C -10.261300 17.509360 28.650060 2.339 3.026 -3.438 -0.647
C -7.144570 24.967190 29.300540 4.996 0.948 4.088 -0.473
C -0.496480 25.768920 27.825460 0.581 0.197 -0.389 -0.002
C -8.346670 23.889000 27.787900 -0.151 -1.491 -0.714 -0.116
C -10.959970 14.376760 29.956440 -1.015 -0.429 -0.994 -0.004
C -4.724270 18.258600 16.939250 -3.059 -1.298 -0.600 -0.094
C -3.269090 27.473710 15.967290 0.383 0.175 -3.262 -0.363
C 4.068870 26.138900 19.918410 -0.222 0.903 0.235 -0.028
C -4.312780 20.500120 24.002950 0.141 -0.060 1.535 -0.020
C -4.060400 26.238130 15.583500 -0.025 -0.841 1.699 -0.008
C -10.093930 23.393910 19.907230 2.305 -1.068 1.523 -0.302
C 5.617870 23.574580 21.310910 3.669 -1.886 -0.542 -0.503
C 0.973700 25.358830 28.271190 -3.005 0.171 0.704 -0.366
C -3.972690 17.678920 18.066560 -1.090 -0.398 1.393 -0.334
C 3.496900 24.134010 21.468770 -1.714 2.839 -1.261 -0.127
C 2.735730 24.750130 26.969040 2.476 2.524 -0.834 -0.476
C -8.996960 23.710240 29.135840 -3.246 0.619 -0.898 -0.305
C -9.525000 21.884360 18.201150 1.238 -0.905 -1.080 -0.383
C -11.319700 16.749520 30.461510 -1.611 1.700 1.808 -0.094
C -5.465210 16.266830 29.141940 -0.758 -0.522 -1.474 -0.030
C -0.992010 27.099420 15.972700 3.038 0.821 -6.014 -0.577
C -3.673600 19.106040 30.015430 5.793 3.187 -0.752 -0.462
C -10.529980 24.206760 29.183860 0.924 -2.007 -0.213 0.008
C -5.237320 17.531130 29.892700 -0.477 -0.965 0.619 -0.325
C -2.667400 27.698770 17.286800 -1.713 -0.791 1.653 -0.064
C -8.629060 23.616220 19.493530 -0.431 1.680 -0.285 -0.144
C -4.760210 17.149030 19.311450 0.386 0.551 -0.415 -0.005
C 0.805770 13.503590 20.766480 -1.612 -2.209 1.452 -0.127
C 4.423840 25.382490 21.172810 -2.577 0.978 -0.452 -0.348
C -3.638470 21.844660 24.330490 -0.589 -2.595 -1.259 -0.338
C -3.372330 23.550000 22.853730 -3.926 2.323 -2.359 -0.564
C 1.313800 23.889530 28.282960 -4.420 -0.754 3.194 -0.164
C -11.311000 15.766320 29.395820 0.966 -2.761 1.113 -0.334
C 2.203100 14.060120 20.556990 -0.618 0.878 1.394 -0.271
C -4.470490 17.263660 31.177510 -1.328 0.699 -1.288 -0.106
C 0.747900 15.542260 21.667510 0.459 0.719 -1.216 -0.522
C -2.216720 21.966500 23.844810 1.960 0.315 1.383 -0.067
C -3.653180 19.942250 17.752680 4.939 3.135 6.493 -0.653
C -10.092250 22.928720 21.370970 -2.627 -0.177 -0.177 -0.033
H -11.768760 14.059410 30.614660 0.099 -0.062 0.191 0.089
H 1.192560 25.725670 29.274000 0.097 0.716 -0.128 0.146
H -6.251310 15.596490 29.489500 -0.367 0.566 0.607 0.090
H -9.996730 14.297010 30.460320 -0.129 0.629 0.118 0.093
H -3.864860 19.820330 24.727770 0.067 -0.672 -0.382 0.084
H -2.868970 28.739420 17.540830 1.426 0.166 0.227 0.141
H 2.411300 13.955530 19.492180 0.510 1.010 0.037 0.152
H 3.038240 13.343860 22.498110 -0.663 0.200 -0.134 0.095
H -0.548100 25.802540 26.737210 0.249 -0.975 -0.270 0.077
H -4.296340 20.128930 22.978230 0.523 0.307 0.047 0.090
H -11.028900 24.030070 30.136730 0.518 0.297 0.291 0.072
H -10.681090 25.235110 28.855560 0.480 -0.054 0.101 0.083
H -12.183340 15.835690 28.745960 -0.134 -0.379 0.050 0.174
H -5.432310 16.323640 19.076700 0.402 -0.294 -0.087 0.080
H 4.262470 13.850640 21.415010 -0.277 0.820 -0.439 0.088
H -8.585010 24.654200 19.163740 0.443 0.007 -0.522 0.124
H -4.449100 17.663350 16.068580 -0.314 1.035 -0.663 0.143
H -4.629670 15.569170 29.084940 0.504 0.586 -0.203 0.091
H -3.301570 27.144830 17.978950 0.921 -0.427 0.710 0.141
H 0.730160 12.793450 21.589940 0.957 -0.592 0.026 0.129
H -8.738770 22.716910 29.502880 -0.845 -0.295 0.053 0.162
H 3.463490 12.437630 21.062740 -0.288 -0.409 0.045 0.085
H -6.170880 18.042470 30.127450 -0.082 0.108 -0.287 0.158
H -4.875920 26.159980 16.302480 -0.742 -0.043 -0.622 0.084
H -10.821960 16.491520 31.396280 1.228 0.104 -0.502 0.142
H -3.974950 16.302830 31.038410 0.756 0.339 0.603 0.132
H -1.523120 22.143260 24.666870 0.012 -0.521 0.165 0.135
H -7.921230 23.569000 20.321080 0.027 -0.705 -0.109 0.131
H -1.336310 25.184630 28.201470 0.312 -0.182 0.229 0.078
H -10.913910 13.638300 29.156030 -0.120 0.035 -0.123 0.084
H -4.276870 26.047870 14.532290 -0.505 1.053 0.070 0.092
H -4.036650 16.916840 20.092890 0.057 -0.545 -0.191 0.080
H 2.767820 24.272300 22.267160 0.597 -0.058 0.595 0.133
H -5.358320 20.547880 24.307350 -0.084 0.210 -0.056 0.080
H -9.928890 23.678360 22.145220 0.965 -0.065 -0.287 0.090
H -9.664330 21.930670 21.465140 0.965 0.514 0.133 0.099
H 0.210880 12.985100 20.014570 0.731 0.411 -0.868 0.136
H 1.609140 23.683540 29.311770 -0.101 -0.808 -0.135 0.144
H -1.775880 21.196380 23.211810 -0.542 -0.126 -0.156 0.146
H -5.790910 18.212090 17.158840 -0.203 -0.336 -0.609 0.147
H -3.465340 16.860260 17.556180 1.245 -0.021 1.067 0.146
H -12.305520 16.939820 30.885830 -0.333 0.546 -0.640 0.143
H -8.728900 24.659670 27.118520 -0.394 -0.095 0.082 0.144
H 4.207340 25.633640 18.962560 -0.231 -0.667 0.342 0.095
H -11.105570 23.552970 28.528580 0.039 0.044 -0.403 0.071
H -11.127530 22.670720 21.593970 -0.495 0.016 -0.026 0.074
H -5.397980 17.881100 19.806860 -0.005 0.556 -0.513 0.082
H -5.804090 16.570980 28.151610 0.218 -0.377 -0.307 0.094
H -5.209120 17.250390 31.978970 0.559 -0.064 0.398 0.140
H 2.857960 23.917960 20.612520 0.059 0.121 -0.415 0.130
H -8.188800 22.927210 27.299910 -0.597 0.183 -0.433 0.144
H -0.753910 26.821930 27.939500 0.404 0.141 1.062 0.073
H -3.728570 21.972450 25.409220 -0.143 0.702 -0.050 0.155
H -10.718950 24.263260 19.703050 -0.225 -0.366 -0.125 0.153
H 3.044860 26.499490 20.015790 0.060 0.320 -0.301 0.090
H 4.515580 26.067580 22.015620 -0.498 0.048 0.176 0.155
H 0.369430 23.428340 27.993890 0.279 -0.996 0.242 0.138
H -3.507390 25.321530 15.788720 0.631 0.114 0.464 0.092
H 4.792510 26.952330 19.865780 -0.351 0.439 -0.017 0.085
H -3.689100 28.419640 15.625390 -0.895 -0.276 0.051 0.154
```
Forces are in eV/Å.

Its total energy is -3817.180390 Eh. The calculation puts the energy above the lowest of the compared OMol25 structures with the same formula, charge and spin at 10.9811 eV. Its SMILES is C[C@H]1COC(=O)O1.C[C@H]1COC(=O)O1.C[C@H]1COC(=O)O1.C[C@H]1COC(=O)O1.C[C@H]1COC(=O)O1.C[C@H]1COC(=O)O1.C[C@H]1COC(=O)O1.C[C@H]1COC(=O)O1.C[C@H]1COC(=O)O1.C[C@H]1COC(=O)O1. The spin multiplicity is 1.